Entry 1:
Molecular formula: C5H12NO
Method: DFT, wB97M-V/def2-TZVPD

Calculated values
- Orbital gap: 5.94 eV
- Strongest force on any atom: 1.94 eV Å⁻¹
- LUMO: 3.786 eV
- ΔE to the lowest compared entry with this formula, charge and spin: 1.587 eV
- E_tot: -327.63772 a.u.
- SMILES: CCN(C)CC[O-]

Structure (ORCA input):
```
! wB97M-V def2-TZVPD RIJCOSX def2/J DEFGRID3
* xyz -1 1
O -0.04022 -2.82900 0.33118
N 0.33724 0.41138 -0.03539
C -0.90715 -1.96190 -0.19789
C -0.83184 -0.43994 0.21701
C -0.02808 1.85757 0.00214
C 0.93042 0.11921 -1.32038
C 0.67863 2.52102 1.15850
H -0.01481 2.34215 -0.98129
H 0.38140 2.08994 2.11588
H 1.75280 2.31765 1.10892
H 0.61653 3.61164 1.19932
H -1.06152 -0.40100 1.28757
H -1.12311 1.89813 0.14850
H 0.37588 0.40474 -2.23719
H 1.09690 -0.95887 -1.33340
H 1.92669 0.56579 -1.46856
H -1.71255 -0.04560 -0.33769
H -0.83142 -1.96906 -1.32561
H -1.90092 -2.15124 0.32714
*
```

Here are the natural (NBO) charges for atoms 1 to 5, given in e:
1. O -0.957
2. N -0.447
3. C -0.021
4. C -0.260
5. C -0.233

***

Entry 2:
Molecular formula: C5H12NO
Method: DFT, wB97M-V/def2-TZVPD

Calculated values
- Orbital gap: 4.79 eV
- Strongest force on any atom: 1.51 eV Å⁻¹
- LUMO: 3.235 eV
- ΔE to the lowest compared entry with this formula, charge and spin: 5.522 eV
- E_tot: -327.49310 a.u.

Structure (ORCA input):
```
! wB97M-V def2-TZVPD RIJCOSX def2/J DEFGRID3
* xyz -1 1
O -3.37813 -0.44165 -0.47712
N 3.72010 0.30361 0.21933
C -2.91138 0.82802 -0.31832
C -0.57578 0.03327 0.06432
C 0.56482 -0.35034 0.91598
C 3.56835 -0.71692 -0.78898
C -1.73515 0.58600 0.56755
H -3.62173 1.52185 0.18247
H -1.57068 -0.69059 0.47250
H 4.36017 1.00683 -0.13024
H 1.54213 -0.18069 0.43100
H 0.62433 0.15522 1.87698
H 4.05202 -1.68967 -0.52750
H -2.59567 1.39320 -1.23019
H -1.80797 0.80534 1.63240
H -0.46332 -0.04689 -0.99991
H 0.62230 -1.42456 1.10418
H 3.89426 -0.48156 -1.81978
H 2.49638 -0.98600 -0.90514
*
```

Here are the natural (NBO) charges for atoms 1 to 5, given in e:
1. O -0.883
2. N -1.169
3. C -0.073
4. C -0.165
5. C -0.711

***

Entry 3:
Molecular formula: C5H12NO
Method: DFT, wB97M-V/def2-TZVPD

Calculated values
- Orbital gap: 6.36 eV
- Strongest force on any atom: 4.58 eV Å⁻¹
- LUMO: 3.997 eV
- ΔE to the lowest compared entry with this formula, charge and spin: 2.569 eV
- E_tot: -327.60162 a.u.
- SMILES: CCN(C)CC[O-]

Structure (ORCA input):
```
! wB97M-V def2-TZVPD RIJCOSX def2/J DEFGRID3
* xyz -1 1
O -2.51781 -1.08468 0.30678
N 0.46836 0.01926 -0.34865
C -1.46135 -1.64139 -0.23857
C 0.89681 0.47654 2.01391
C 1.33271 0.88301 -1.24818
C -0.04691 0.75688 0.84347
C -0.68204 -0.64057 -1.15558
H 2.29691 0.50863 -1.46868
H -0.17926 1.86568 0.68348
H 2.03395 0.70136 1.77438
H -1.72516 -2.56739 -0.98695
H 0.76422 0.87001 -2.15051
H 0.60166 0.98125 2.98300
H 1.01118 -0.60221 2.19202
H -0.43201 -0.95087 -2.20693
H -1.09370 0.30132 0.91392
H -1.54837 0.22329 -1.50816
H -0.76446 -2.04424 0.50101
H 1.04527 1.94410 -0.89975
*
```

Here are the natural (NBO) charges for atoms 1 to 5, given in e:
1. O -0.936
2. N -0.466
3. C -0.019
4. C -0.610
5. C -0.444

***

Entry 4:
Molecular formula: C5H12NO
Method: DFT, wB97M-V/def2-TZVPD

Calculated values
- Orbital gap: 6.31 eV
- Strongest force on any atom: 1.52 eV Å⁻¹
- LUMO: 4.001 eV
- ΔE to the lowest compared entry with this formula, charge and spin: 0.538 eV
- E_tot: -327.67627 a.u.
- SMILES: CC(C)[C@H](N)C[O-]

Structure (ORCA input):
```
! wB97M-V def2-TZVPD RIJCOSX def2/J DEFGRID3
* xyz -1 1
O 0.58295 2.85880 1.16549
N 1.68690 0.13307 0.29144
C -0.83681 -1.33768 0.65832
C -0.03808 1.67773 1.14951
C 0.41064 0.78501 -0.04267
C -0.20433 -0.90743 -1.82320
C -0.59431 -0.28693 -0.46496
H 0.58840 1.40579 -0.91946
H -0.96788 -2.32645 0.19179
H 2.49350 0.69631 0.07140
H -1.16771 1.77392 1.07760
H -1.81443 -1.14511 1.06660
H -0.00791 -1.98332 -1.78906
H -1.56049 0.20945 -0.60069
H 0.07884 0.97770 2.03528
H -0.03663 -1.40906 1.38861
H 1.68749 0.00688 1.29773
H 0.70444 -0.45469 -2.22521
H -1.00459 -0.67399 -2.52852
*
```

Here are the natural (NBO) charges for atoms 1 to 5, given in e:
1. O -0.948
2. N -0.880
3. C -0.609
4. C 0.000
5. C -0.075

***

Entry 5:
Molecular formula: C5H12NO
Method: DFT, wB97M-V/def2-TZVPD

Calculated values
- Orbital gap (spin up / spin down): 3.24 / 7.47 eV
- Strongest force on any atom: 4.14 eV Å⁻¹
- LUMO (spin up / spin down): 4.361 / 2.828 eV
- ΔE to the lowest compared entry with this formula, charge and spin: 1.811 eV
- E_tot: -327.47865 a.u.

Structure (ORCA input):
```
! wB97M-V def2-TZVPD RIJCOSX def2/J DEFGRID3
* xyz -1 3
O -0.30902 -2.88380 -0.10420
N 1.09810 -2.56043 -0.14522
C -1.83095 0.75944 0.09034
C 0.23712 0.44165 -1.44996
C -0.53916 -0.07014 -0.15714
C 0.38562 -0.01210 0.99053
C 1.40276 0.85106 1.11751
H -1.60971 1.77142 0.33928
H -0.41290 0.12760 -2.29199
H -2.57873 0.32099 0.71927
H 1.64972 1.57608 0.39201
H 1.24090 0.00642 -1.45889
H -2.43075 0.66034 -0.85919
H -0.88110 -1.09237 -0.32904
H 1.03560 -1.65947 0.38125
H 1.32863 -2.25603 -1.14077
H 1.76192 1.08059 2.14873
H 0.19497 1.56610 -1.52977
H 0.31374 -0.55367 1.89222
*
```

Here are the natural (NBO) charges for atoms 1 to 5, given in e:
1. O -0.330
2. N -0.467
3. C -0.651
4. C -0.699
5. C -0.274

***

Entry 6:
Molecular formula: C5H12NO
Method: DFT, wB97M-V/def2-TZVPD

Calculated values
- Orbital gap (spin up / spin down): 10.46 / 8.05 eV
- Strongest force on any atom: 2.18 eV Å⁻¹
- LUMO (spin up / spin down): 1.009 / -1.527 eV
- ΔE to the lowest compared entry with this formula, charge and spin: 0.768 eV
- E_tot: -327.59888 a.u.

Structure (ORCA input):
```
! wB97M-V def2-TZVPD RIJCOSX def2/J DEFGRID3
* xyz 0 2
O -2.02226 -1.04053 0.56930
N 0.64755 1.93163 1.01074
C 0.54595 0.52169 0.57586
C 0.37575 0.31191 -0.93229
C -1.05370 -0.07949 -1.38872
C 1.63093 -0.32543 1.21401
C -1.48299 -1.35959 -0.62168
H 0.69376 1.26250 -1.37537
H 2.66081 -0.00572 1.00788
H -0.76247 -2.17293 -0.61832
H -1.03989 -0.13559 -2.47829
H 1.57516 -0.17417 2.31357
H 0.25461 1.94450 1.94887
H -1.89326 0.59092 -1.19271
H -0.31921 0.00346 1.01491
H -0.07080 2.41994 0.47951
H 1.53469 -1.40457 1.10693
H 0.98100 -0.53908 -1.27414
H -2.25564 -1.74944 -1.36005
*
```

Here are the natural (NBO) charges for atoms 1 to 5, given in e:
1. O -0.322
2. N -0.811
3. C -0.067
4. C -0.412
5. C -0.404

***

Entry 7:
Molecular formula: C5H12NO
Method: DFT, wB97M-V/def2-TZVPD

Calculated values
- Orbital gap (spin up / spin down): 10.17 / 7.77 eV
- Strongest force on any atom: 1.37 eV Å⁻¹
- LUMO (spin up / spin down): 0.985 / -1.430 eV
- ΔE to the lowest compared entry with this formula, charge and spin: 0.683 eV
- E_tot: -327.60200 a.u.

Structure (ORCA input):
```
! wB97M-V def2-TZVPD RIJCOSX def2/J DEFGRID3
* xyz 0 2
O -0.70763 -2.19863 -3.05700
N 0.51758 -0.83683 0.17799
C 0.14368 -1.84398 -0.80476
C -0.60221 -0.00845 0.59702
C 0.81936 2.13123 1.13153
C -0.14271 1.00353 1.64001
C -0.35100 -1.26752 -2.16763
H -0.99817 1.55409 2.03396
H 0.89683 -2.61270 -0.93116
H -1.39728 -0.64360 1.00394
H 1.14903 -0.17010 -0.26286
H 0.34403 0.51688 2.49653
H -0.71276 -2.37709 -0.37470
H -0.99431 0.66532 -0.20884
H 0.76490 2.94414 1.86071
H 0.29801 -0.42925 -2.53460
H -1.27070 -0.73841 -1.86374
H 1.84491 1.76922 1.05323
H 0.39846 2.54213 0.21039
*
```

Here are the natural (NBO) charges for atoms 1 to 5, given in e:
1. O -0.291
2. N -0.602
3. C -0.229
4. C -0.227
5. C -0.618

***

Entry 8:
Molecular formula: C5H12NO
Method: DFT, wB97M-V/def2-TZVPD

Calculated values
- Orbital gap (spin up / spin down): 6.02 / 9.37 eV
- Strongest force on any atom: 9.33 eV Å⁻¹
- LUMO (spin up / spin down): 0.694 / 0.671 eV
- ΔE to the lowest compared entry with this formula, charge and spin: 3.158 eV
- E_tot: -327.51101 a.u.

Structure (ORCA input):
```
! wB97M-V def2-TZVPD RIJCOSX def2/J DEFGRID3
* xyz 0 2
O -1.88688 2.43999 -0.67106
N -1.51556 -1.13556 -0.92693
C 0.75707 -0.56527 -0.07254
C -0.43044 -0.08705 -0.54511
C 3.03491 -0.45004 0.96136
C -2.76181 -0.94988 -1.04382
C 1.62781 0.05256 0.99317
H 2.99909 -1.46893 1.50699
H -2.57741 2.79365 -1.09910
H -1.38742 3.13729 -0.29281
H -3.39692 -1.51770 -0.52028
H 1.66219 1.06511 0.80760
H -2.94040 0.02818 -1.34180
H 1.06984 -1.61912 -0.31776
H -1.19941 -2.02757 -0.56853
H 3.64753 0.36014 1.43395
H -1.28722 0.57818 -0.23786
H 1.12562 -0.08821 1.96456
H 3.45940 -0.54576 -0.03005
*
```

Here are the natural (NBO) charges for atoms 1 to 5, given in e:
1. O -0.926
2. N -0.543
3. C -0.239
4. C -0.059
5. C -0.603